Record 1
58
Properties=species:S:1:pos:R:3 method="wB97M-V/def2-TZVPD" e_homo_ev="-1.0 / -1.1" multiplicity=6 homo_lumo_gap_ev="5.5 / 5.7" charge=-2 largest_force_ev_per_a=3.87
Mn -0.1875 -0.0049 -0.1052
C 3.8495 -1.4490 -0.4193
C 2.6089 -0.6093 -0.5227
N 1.4100 -1.1337 -0.2606
N 1.3018 -2.4224 0.0556
C 0.0394 -2.7707 0.2770
O -0.9165 -1.9014 0.1787
C -0.2773 -4.1400 0.6312
C -1.6193 -4.5062 0.8371
C -1.9569 -5.7930 1.1801
C -0.9725 -6.7660 1.3375
C 0.3591 -6.4150 1.1342
C 0.7088 -5.1302 0.7855
C 2.6228 0.7490 -0.9065
C 3.8014 1.4799 -1.1879
C 3.7236 2.8037 -1.5256
C 2.4632 3.4146 -1.6007
C 1.3452 2.6445 -1.3248
N 1.3942 1.3692 -0.9874
H 3.5425 -2.4577 -0.1549
H 4.5160 -1.0632 0.3541
H 4.3871 -1.4652 -1.3674
H -2.3724 -3.7422 0.7166
H -2.9955 -6.0598 1.3291
H -1.2388 -7.7782 1.6151
H 1.1280 -7.1695 1.2509
H 1.7390 -4.8526 0.6261
H 4.7587 0.9828 -1.1236
H 4.6228 3.3762 -1.7268
H 2.3629 4.4557 -1.8720
H 0.3595 3.0888 -1.3682
N -0.5547 0.8472 -5.0200
C -0.6985 0.5738 -3.6634
S 0.1783 -0.7659 -3.0774
N -1.5069 1.3701 -3.0398
N -1.6870 1.2774 -1.6961
C -2.6697 2.0195 -1.2866
C -3.1379 2.1602 0.0488
C -4.2389 2.9768 0.3178
C -4.7322 3.1307 1.5932
C -4.1155 2.4607 2.6525
C -3.0358 1.6468 2.4310
C -2.5034 1.4636 1.1294
O -1.5097 0.6996 0.9314
H -0.2050 0.0621 -5.5447
H -1.3464 1.3202 -5.4313
H -3.2160 2.5951 -2.0474
H -4.7119 3.4933 -0.5099
H -5.5872 3.7709 1.7743
H -4.4925 2.5928 3.6595
H -2.5406 1.1335 3.2447
Cl 3.7317 2.7107 2.4352
C 2.0389 2.9667 2.8702
Cl 1.7775 2.4687 4.5417
C 1.0160 2.2252 1.8766
O 0.2090 3.0112 1.4042
O 1.1802 1.0127 1.7350
H 1.8509 4.0421 2.8164

=====

Record 2
54
Properties=species:S:1:pos:R:3 method="wB97M-V/def2-TZVPD" e_homo_ev=-8.4 homo_lumo_gap_ev=8.0 largest_force_ev_per_a=16.68
C 3.9449 0.9955 -2.6571
H 4.0943 1.6624 -3.5990
O 2.6738 0.8777 -2.5528
C 2.0914 -0.1094 -1.6214
C 0.6697 -0.3206 -1.7289
C -0.0667 -1.0805 -0.6550
C 0.6321 -1.9188 0.3321
C 2.0824 -1.7125 0.0551
C 2.7329 -0.8363 -0.7941
O 4.1905 -0.8041 -0.7626
C 4.8736 -0.7362 0.4298
H 4.3651 -0.3763 1.1831
H 5.1365 -2.1731 0.5052
H 5.9012 -0.3517 0.2328
O 2.8589 -2.5205 0.8790
C 2.1500 -3.3510 2.0818
H 1.6494 -4.2539 1.5281
H 2.9834 -3.8448 2.6058
H 1.6988 -2.6215 2.5678
H 0.1489 -2.4121 0.9299
C -1.5267 -1.1368 -0.7788
O -2.1847 -1.9662 -0.0336
O -2.0968 -0.0009 -1.2731
C -3.5350 -0.0163 -1.1711
C -4.0903 0.1928 -2.8261
C -5.3835 0.0972 -2.6881
C -6.2296 -0.1733 -1.5318
C -5.5931 0.0825 -0.3270
C -4.3189 -0.1342 -0.0602
C -3.6188 -0.1782 1.2242
N -2.4568 0.3746 1.3209
N -1.9915 0.1795 2.4804
C -0.6937 0.7173 2.9564
O -0.2705 0.3152 4.0057
C -0.0301 1.3947 1.8997
C 1.4038 1.3956 1.7839
C 2.1724 1.9030 0.6839
C 1.5583 2.9129 0.3546
C 0.2006 3.2470 0.2512
C -0.6664 2.6285 1.2448
Cl -2.0864 2.9569 1.5533
H -0.3629 4.0744 -0.0995
Cl 2.4127 3.7427 -0.9990
H 3.1508 1.5524 0.7898
H 1.6913 0.4845 2.2939
H -2.3228 -0.3348 3.3394
H -4.2083 -0.6262 2.0034
H -6.0993 -0.2662 0.6400
H -7.2896 0.1248 -1.7024
H -6.0669 0.2149 -3.5975
H -3.4423 0.0931 -3.5155
H 0.1236 0.5227 -2.3165
H 4.6003 0.1274 -3.0802
H 4.4403 1.3866 -1.7849

=====

Record 3
54
Properties=species:S:1:pos:R:3 method="wB97M-V/def2-TZVPD" e_homo_ev=-9.0 smiles="C#Cc1cc2c(cc1CC=O)C(=O)c1c(cc(CN)c(COC)c1CC(=O)O)C2=O.ClC(Cl)Cl" homo_lumo_gap_ev=8.2 largest_force_ev_per_a=0.89
C 5.6768 -1.1254 2.7815
C 4.8185 -0.6575 2.0788
C 3.6933 -0.2135 1.3037
C 2.9198 -1.1734 0.6513
C 1.8344 -0.7500 -0.0917
C 1.5300 0.6049 -0.1888
C 2.2910 1.5615 0.4616
C 3.3707 1.1511 1.2328
C 4.1746 2.1765 1.9863
C 3.5850 2.3117 3.3954
O 3.4639 1.3678 4.1222
C 0.3350 1.0021 -0.9924
O 0.3608 1.9593 -1.7286
C -0.8349 0.0748 -0.8314
C -0.5187 -1.2784 -0.7436
C -1.5206 -2.2169 -0.5893
C -2.8446 -1.8083 -0.4829
C -3.8703 -2.9000 -0.2414
N -4.3372 -2.9029 1.1655
C -3.1796 -0.4427 -0.5426
C -4.6243 0.0076 -0.3791
O -5.5732 -0.7571 -1.0853
C -5.3659 -0.7264 -2.4978
C -2.1603 0.5056 -0.7363
C -2.4311 1.9860 -0.8340
C -2.2223 2.6496 0.5107
O -1.1653 2.6894 1.0714
O -3.3423 3.2340 1.0245
C 0.9195 -1.6912 -0.7995
O 1.2914 -2.6906 -1.3639
H 6.5988 -1.4463 3.2046
H 3.1692 -2.2218 0.7237
H 2.0103 2.6010 0.3591
H 4.0694 3.1536 1.5147
H 5.2241 1.8948 2.0554
H 3.2348 3.3080 3.7187
H -1.2749 -3.2676 -0.5151
H -3.3899 -3.8590 -0.4360
H -4.7059 -2.8271 -0.9289
H -3.9957 -2.0669 1.6259
H -3.8825 -3.6558 1.6675
H -4.8844 -0.0862 0.6786
H -4.7697 1.0558 -0.6381
H -4.7990 -1.6072 -2.8056
H -4.8287 0.1843 -2.7723
H -6.3488 -0.7182 -2.9622
H -3.4400 2.2108 -1.1614
H -1.7618 2.4771 -1.5354
H -3.4269 2.9872 1.9543
Cl 4.9156 0.4541 -1.3834
C 6.3128 -0.0178 -2.3490
Cl 7.6602 1.0925 -2.0848
Cl 6.7885 -1.6768 -1.9814
H 6.0394 0.0296 -3.3945

=====

Record 4
58
Properties=species:S:1:pos:R:3 method="wB97M-V/def2-TZVPD" e_homo_ev="-4.4 / -4.4" de_lowest_kcal_mol=88.06 homo_lumo_gap_ev="6.8 / 6.8" charge=-1 largest_force_ev_per_a=4.04
Pd 0.3008 -0.1441 -0.3487
Cl -0.6646 -0.5633 2.3740
C -1.6967 -1.4878 1.3479
C -1.3754 -1.4092 -0.0048
C -2.2062 -2.1234 -0.8645
Cl -1.8456 -2.1023 -2.5539
C -3.2892 -2.8675 -0.4025
Cl -4.2951 -3.7328 -1.4957
C -3.5601 -2.9295 0.9603
Cl -4.8739 -3.8698 1.5475
C -2.7470 -2.2387 1.8542
Cl -3.0430 -2.3464 3.5442
C 2.6978 -1.1294 2.2637
N 2.3981 -1.2682 0.8484
C 2.4598 -2.6616 0.4345
C 3.3166 -0.4302 0.0711
C 2.9246 1.0244 0.1685
C 3.8786 2.0211 0.0188
C 3.5163 3.3566 0.0696
C 2.2038 3.7023 0.3372
C 1.2481 2.7103 0.5234
C 1.5853 1.3697 0.3882
H 3.7563 -1.3537 2.4803
H 2.0815 -1.8101 2.8486
H 2.4859 -0.1071 2.5698
H 3.4838 -3.0650 0.5013
H 2.1018 -2.7414 -0.5919
H 1.8087 -3.2561 1.0756
H 3.2515 -0.7318 -0.9800
H 4.3648 -0.5745 0.3991
H 4.9099 1.7444 -0.1640
H 4.2580 4.1271 -0.1033
H 1.9177 4.7466 0.3920
H 0.2287 3.0003 0.7606
N -0.3766 -1.7588 -8.4582
C 0.0275 -1.3817 -7.1849
C 0.1009 -2.3219 -6.1559
C 0.5573 -1.9526 -4.9064
C 0.9433 -0.6446 -4.6737
C 0.9031 0.2893 -5.6914
C 0.4514 -0.0730 -6.9450
S 1.2254 -0.1216 -2.9850
O 2.2036 0.9392 -2.9434
O 1.5750 -1.3386 -2.2749
N -0.2392 0.3506 -2.5656
C -0.5380 1.6058 -2.2865
S -0.0654 2.9840 -3.3003
C -0.9875 4.0057 -2.2359
C -1.5432 3.2724 -1.2455
N -1.2751 1.9436 -1.2662
H -0.9652 -2.5755 -8.5078
H -0.7004 -1.0019 -9.0410
H -0.2159 -3.3390 -6.3408
H 0.6234 -2.6591 -4.0930
H 1.2303 1.2924 -5.4714
H 0.4107 0.6512 -7.7454
H -1.0407 5.0618 -2.4037
H -2.1590 3.6566 -0.4484